{"formula": "C9H10N4O2S", "method": "ωB97M-V/def2-TZVPD", "species": ["C", "O", "C", "C", "S", "C", "N", "N", "C", "C", "C", "N", "C", "C", "N", "O", "H", "H", "H", "H", "H", "H", "H", "H", "H", "H"], "positions_angstrom": [[-5.229439, -0.096912, -1.669028], [-5.126697, 0.601323, -0.450158], [-4.733140, -0.175947, 0.646554], [-3.276900, -0.634236, 0.606580], [-2.172171, 0.823641, 0.496817], [-0.700865, -0.037564, 0.304999], [-0.539812, -1.330495, 0.223741], [0.771392, -1.544225, 0.078552], [1.365073, -0.392008, 0.075504], [2.775758, -0.107355, -0.053217], [3.249145, 1.210741, -0.059556], [4.536341, 1.478272, -0.173124], [5.364584, 0.449791, -0.281981], [4.896270, -0.861004, -0.278123], [3.611986, -1.138723, -0.164247], [0.466101, 0.628263, 0.217905], [-4.250814, -0.394124, -2.059821], [-5.856943, -0.989537, -1.560399], [-5.696164, 0.590627, -2.371310], [-5.369290, -1.071093, 0.737970], [-4.892954, 0.463622, 1.518731], [-3.064394, -1.262503, -0.256027], [-3.020551, -1.176821, 1.514213], [2.580162, 2.055391, 0.028011], [6.414860, 0.687885, -0.372922], [5.560138, -1.709442, -0.366960]], "forces_ev_per_a": [[0.020, -0.010, -0.045], [-0.030, 0.194, -0.010], [0.188, 0.002, 0.212], [0.092, 0.263, -0.175], [-0.482, 0.244, 0.003], [0.038, -0.782, -0.002], [-1.529, 0.766, 0.216], [1.924, 0.091, -0.198], [-0.781, -0.837, 0.030], [0.745, 0.576, -0.050], [-0.279, -0.346, 0.017], [0.262, 0.243, -0.018], [-0.055, -0.104, 0.001], [0.102, 0.180, -0.004], [-0.399, -0.087, 0.037], [0.063, 0.005, -0.003], [-0.012, 0.000, -0.001], [0.003, 0.011, -0.014], [0.016, -0.086, -0.056], [0.086, 0.101, 0.030], [-0.040, -0.155, 0.010], [-0.031, -0.078, 0.079], [-0.045, -0.088, -0.040], [-0.113, 0.000, 0.012], [0.108, -0.107, -0.014], [0.149, 0.003, -0.015]], "e_tot_ha": -1116.59393, "homo_lumo_gap_ha": 0.3137}

{"formula": "C9H10N6O6", "method": "ωB97M-V/def2-TZVPD", "species": ["C", "C", "C", "N", "C", "C", "N", "O", "O", "C", "N", "O", "N", "O", "C", "C", "N", "O", "N", "O", "C", "H", "H", "H", "H", "H", "H", "H", "H", "H", "H"], "positions_angstrom": [[0.364393, -6.440149, 2.919170], [0.350012, -4.950956, 3.213220], [-0.221461, -4.072858, 2.118771], [-0.074705, -2.592807, 2.547695], [-0.008327, -1.621050, 1.531985], [1.279822, -0.756642, 1.613830], [2.500747, -1.477159, 1.775283], [3.621406, -0.951438, 1.638423], [2.417234, -2.720011, 2.072075], [1.215262, 0.650393, 1.418826], [2.236841, 1.579555, 1.418148], [1.619680, 2.785001, 1.280909], [0.216397, 2.658989, 1.213597], [-0.464965, 3.663696, 1.099688], [-0.033660, 1.307627, 1.254992], [-1.273849, 0.619520, 1.279017], [-2.572295, 1.105355, 1.268354], [-3.339787, -0.006794, 1.483764], [-2.543794, -1.158743, 1.647004], [-3.081153, -2.244804, 1.865137], [-1.235795, -0.757858, 1.501581], [0.841912, -6.964742, 3.750273], [-0.642130, -6.851804, 2.811388], [0.933228, -6.676758, 2.015749], [-0.223177, -4.767582, 4.129599], [1.376965, -4.616511, 3.394567], [0.326127, -4.142447, 1.173587], [-1.289819, -4.221524, 1.940370], [0.788650, -2.527304, 3.102924], [-0.864016, -2.402682, 3.163268], [0.051158, -2.131637, 0.547356]], "forces_ev_per_a": [[-0.084, -0.238, -0.101], [0.145, 0.350, 0.247], [0.105, 0.611, -0.261], [-0.721, -2.790, 2.555], [1.070, 2.215, -3.233], [0.853, -1.205, 0.559], [0.307, 0.718, -0.467], [-2.027, -0.197, 0.229], [-0.432, 0.742, -0.208], [2.164, 1.570, 0.067], [-2.192, -2.484, 0.057], [-0.952, 0.836, -0.065], [0.139, -1.407, -0.258], [0.422, -0.920, 0.140], [0.750, 2.435, -0.116], [-3.068, 1.518, 0.341], [3.211, -1.644, 0.080], [0.157, -0.602, 0.118], [1.905, 0.935, -0.559], [0.378, 0.514, -0.008], [-2.098, -0.547, 0.274], [-0.055, 0.049, -0.098], [0.047, 0.068, -0.048], [-0.069, 0.096, 0.060], [0.062, -0.048, 0.012], [-0.074, -0.013, 0.013], [-0.026, -0.115, 0.298], [0.145, -0.015, -0.014], [0.213, -0.241, -0.256], [-0.071, 0.015, 0.147], [-0.205, -0.206, 0.497]], "e_tot_ha": -1128.49497, "homo_lumo_gap_ha": 0.2652}

{"formula": "C9H10NO3P", "method": "ωB97M-V/def2-TZVPD", "species": ["C", "C", "C", "C", "C", "C", "C", "C", "C", "N", "O", "O", "O", "P", "H", "H", "H", "H", "H", "H", "H", "H", "H", "H"], "positions_angstrom": [[1.857682, -0.115944, -3.182573], [2.610768, 0.101858, -1.983945], [0.488171, -0.302863, -3.121682], [1.865182, 0.288241, -0.830702], [-0.220093, -0.005847, -1.959323], [0.516157, 0.245281, -0.826649], [-1.779809, 0.028053, -1.987266], [-0.596340, -1.207291, 3.888344], [-0.950824, -0.015233, 3.026229], [-2.181117, 1.066964, -1.335511], [-2.373668, -0.855117, -2.630242], [0.299178, 2.149052, 1.173253], [-0.706256, -0.233523, 1.583795], [-0.281266, 0.932127, 0.614082], [2.496506, -0.098570, -4.187752], [3.708956, 0.093841, -2.040886], [-0.170092, -0.555481, -3.921901], [2.334212, 0.502319, 0.182416], [-1.390116, -1.833967, 4.220418], [0.119043, -1.840872, 3.289091], [-0.120867, -0.811369, 4.832032], [-0.256598, 0.909924, 3.291077], [-2.085326, 0.251923, 3.118450], [-3.183482, 1.306494, -1.210754]], "forces_ev_per_a": [[2.525, -0.007, -0.935], [-0.964, -0.243, -1.310], [-0.427, 0.620, 0.277], [3.214, 0.253, 2.096], [-0.468, -0.826, -0.260], [-2.154, 0.593, 0.112], [0.962, -2.114, -1.161], [2.062, 0.172, -0.230], [-0.879, 2.814, 0.491], [-0.180, 2.191, 2.951], [0.396, 0.956, 0.358], [-0.736, -0.123, 0.136], [-0.254, 0.169, 0.000], [-0.439, -0.679, -1.516], [-1.819, -0.402, 2.188], [-0.698, 0.251, 0.307], [0.141, -0.136, -0.933], [-0.115, -0.279, -1.574], [-0.921, -0.327, -0.188], [-0.453, 0.571, 0.960], [-0.180, -0.549, -1.093], [-1.766, -1.850, -0.357], [2.196, -0.215, -0.152], [0.955, -0.841, -0.167]], "e_tot_ha": -970.72720, "homo_lumo_gap_ha": 0.2799}

{"formula": "C9H11BClNO3", "method": "ωB97M-V/def2-TZVPD", "species": ["O", "C", "C", "C", "C", "C", "C", "C", "C", "Cl", "N", "C", "B", "O", "O", "H", "H", "H", "H", "H", "H", "H", "H", "H", "H", "H"], "positions_angstrom": [[-0.145486, 0.157114, 1.218816], [0.540181, -0.612643, 0.518592], [1.100480, -0.077955, -0.809059], [0.608654, 1.425897, -1.023313], [-0.726691, 1.662684, -1.149545], [-1.232623, 3.003976, -1.119673], [-0.326755, 4.016848, -1.191561], [1.054486, 3.735801, -1.072147], [1.472678, 2.424222, -0.947141], [3.137845, 2.179640, -0.737087], [0.757328, -1.960200, 0.841754], [0.076651, -2.648911, 1.925040], [-1.101988, -3.433393, 1.205027], [-2.251971, -2.764321, 0.930136], [-0.995604, -4.810859, 1.328183], [2.192744, -0.151775, -0.785215], [0.673181, -0.673263, -1.567176], [-1.406645, 0.811635, -1.180771], [-2.287732, 3.219612, -0.997202], [-0.689129, 5.054324, -1.324818], [1.828834, 4.485143, -1.240013], [1.355620, -2.519880, 0.236570], [-0.496437, -1.950428, 2.530423], [0.738165, -3.399344, 2.458138], [-2.106275, -1.836052, 0.890736], [-1.769512, -5.337873, 1.061307]], "forces_ev_per_a": [[0.871, -1.999, -0.590], [-0.877, 0.340, 1.250], [-0.303, 1.778, 1.128], [-0.244, -5.031, 0.443], [-1.995, 1.503, 0.299], [0.149, -2.396, -0.134], [1.397, 1.392, 0.242], [-0.770, 0.677, -0.964], [1.021, 3.037, -0.052], [1.363, -0.229, 0.169], [0.796, 2.325, -0.926], [-0.254, -1.460, -0.814], [0.099, -1.165, 2.394], [-0.334, -1.526, -0.980], [-0.792, 0.262, -0.849], [-0.308, -0.036, -0.310], [-0.203, -0.822, -1.163], [0.055, 0.292, 0.104], [0.015, -0.207, -0.430], [0.450, -0.665, 0.265], [-0.418, 0.056, 0.404], [-0.346, 0.435, 0.206], [0.854, 0.270, 0.510], [-0.606, 1.401, -0.309], [0.045, 1.350, 0.079], [0.333, 0.420, 0.030]], "e_tot_ha": -1115.17109, "homo_lumo_gap_ha": 0.3434}

Number 1: HOMO energy -0.3192 Eh. Number 2: HOMO energy -0.3055 Eh. Number 3: HOMO energy -0.3264 Eh. Number 4: HOMO energy -0.3312 Eh.